Below is an isolated ion of composition C6H6N2 and charge +2, with properties calculated with ωB97M-V with the def2-TZVPD basis set.

relative energy (zero: lowest compared OMol25 entry of this formula, charge and spin)	121.3	kcal per mole
orbital gap (spin up / spin down)	8.1294 / 8.1301	eV
net charge	+2
highest occupied orbital energy (spin up / spin down)	-0.75702 / -0.75703	Eh

Cartesian coordinates (Å):
C (-1.08, 1.60, -0.41)
C (0.08, 0.80, -0.66)
C (-0.36, -0.97, 0.82)
C (-1.58, 1.27, 0.77)
C (-1.41, 0.02, 1.57)
C (1.51, -1.04, -0.60)
N (-1.96, 1.06, 2.03)
N (0.39, -0.39, -0.09)
H (-1.47, 2.27, -1.16)
H (0.85, 1.20, -1.25)
H (-0.25, -2.10, 1.13)
H (1.28, -2.07, -0.41)
H (2.46, -0.70, -0.07)
H (1.54, -0.95, -1.68)

***

Below is the molecule C25H29N3O4S, with properties calculated with ωB97M-V with the def2-TZVPD basis set.

relative energy (zero: lowest compared OMol25 entry of this formula, charge and spin)	55.8	kcal per mole
orbital gap	8.8364	eV
net charge	0
highest occupied orbital energy	-0.30904	Eh

Cartesian coordinates (Å):
C (2.08, 4.42, -3.98)
C (0.69, 5.03, -3.83)
O (-0.07, 4.41, -2.81)
C (-0.64, 3.20, -3.01)
C (-1.32, 2.67, -1.91)
C (-1.96, 1.45, -1.99)
C (-1.93, 0.76, -3.19)
S (-2.66, -0.86, -3.31)
O (-3.11, -1.10, -4.65)
O (-3.56, -1.08, -2.22)
N (-1.32, -1.87, -3.13)
C (-0.42, -1.71, -2.09)
C (0.95, -1.85, -2.30)
C (1.83, -1.69, -1.25)
C (1.37, -1.37, 0.03)
C (2.38, -1.21, 1.11)
O (3.47, -1.76, 1.08)
N (2.00, -0.39, 2.12)
C (2.79, -0.18, 3.31)
C (2.07, -0.61, 4.62)
C (0.61, -0.18, 4.62)
C (0.23, 1.05, 4.12)
C (-1.10, 1.44, 4.12)
C (-2.07, 0.60, 4.64)
C (-1.69, -0.62, 5.17)
C (-0.36, -1.01, 5.17)
N (2.19, -2.02, 4.94)
C (3.47, -2.38, 5.51)
C (1.83, -2.93, 3.87)
C (0.00, -1.25, 0.24)
C (-0.89, -1.43, -0.81)
C (-1.28, 1.27, -4.29)
C (-0.63, 2.49, -4.21)
H (2.62, 4.49, -3.03)
H (2.03, 3.38, -4.26)
H (2.64, 4.97, -4.74)
H (0.77, 6.07, -3.51)
H (0.15, 5.00, -4.78)
H (-1.32, 3.24, -0.99)
H (-2.50, 1.04, -1.16)
H (-0.91, -2.10, -4.03)
H (1.32, -2.09, -3.28)
H (2.89, -1.81, -1.39)
H (1.10, 0.05, 2.10)
H (3.71, -0.76, 3.19)
H (3.07, 0.88, 3.38)
H (2.56, -0.07, 5.44)
H (0.97, 1.74, 3.73)
H (-1.38, 2.40, 3.72)
H (-3.11, 0.89, 4.64)
H (-2.44, -1.28, 5.60)
H (-0.07, -1.95, 5.60)
H (4.31, -2.31, 4.80)
H (3.42, -3.41, 5.87)
H (3.69, -1.73, 6.36)
H (2.60, -3.00, 3.09)
H (1.68, -3.92, 4.30)
H (0.90, -2.61, 3.41)
H (-0.40, -1.07, 1.22)
H (-1.95, -1.37, -0.65)
H (-1.29, 0.71, -5.21)
H (-0.14, 2.88, -5.09)

***

Below is a 2-piece molecular cluster, C17H28ClN3O7 overall, with properties calculated with ωB97M-V with the def2-TZVPD basis set.

orbital gap	2.6227	eV
net charge	0
highest occupied orbital energy	-0.16414	Eh

Cartesian coordinates (Å):
C (2.22, 2.18, -2.30)
C (0.96, 1.95, -1.51)
Cl (1.41, 1.71, 0.24)
C (0.15, 0.75, -2.05)
C (-0.70, 0.05, -1.02)
C (-0.52, -1.33, -0.82)
C (0.49, -2.15, -1.59)
C (0.40, -3.65, -1.38)
O (0.78, -4.04, -0.06)
C (1.39, -4.37, -2.35)
N (1.01, -5.73, -2.66)
C (-1.30, -1.96, 0.12)
N (-2.19, -1.27, 0.85)
O (-2.94, -1.93, 1.79)
C (-2.39, 0.05, 0.70)
C (-3.42, 0.73, 1.60)
O (-2.76, 1.31, 2.71)
C (-2.46, 0.39, 3.74)
O (-1.23, -0.25, 3.56)
C (-0.12, 0.64, 3.68)
C (1.02, -0.10, 4.38)
O (1.26, 0.44, 5.67)
C (-1.65, 0.74, -0.25)
N (-1.85, 2.12, -0.52)
C (-1.62, 2.92, 0.40)
O (-1.67, 3.71, 1.22)
H (2.08, 1.93, -3.35)
H (2.45, 3.26, -2.30)
H (3.10, 1.66, -1.91)
H (0.36, 2.85, -1.55)
H (-0.45, 1.06, -2.91)
H (0.89, 0.06, -2.42)
H (0.40, -1.93, -2.65)
H (1.49, -1.81, -1.28)
H (-0.61, -4.02, -1.60)
H (1.15, -3.29, 0.42)
H (2.33, -4.41, -1.80)
H (1.47, -3.76, -3.25)
H (0.16, -5.78, -3.19)
H (0.95, -6.30, -1.83)
H (-1.25, -3.02, 0.32)
H (-2.40, -2.69, 2.05)
H (-3.82, 1.55, 1.01)
H (-4.23, 0.06, 1.88)
H (-3.23, -0.38, 3.79)
H (-2.44, 0.95, 4.68)
H (0.24, 0.91, 2.69)
H (-0.36, 1.57, 4.20)
H (0.75, -1.16, 4.44)
H (1.94, -0.05, 3.79)
H (2.17, 0.27, 5.90)
C (2.50, 5.89, -3.85)
O (1.86, 4.72, -3.71)
H (3.53, 5.84, -4.30)
H (2.00, 6.66, -4.50)
H (2.69, 6.48, -2.91)

***

Below is a 2-piece molecular cluster, C3H7NO overall, with properties calculated with ωB97M-V with the def2-TZVPD basis set.

relative energy (zero: lowest compared OMol25 entry of this formula, charge and spin)	56.3	kcal per mole
orbital gap	9.1494	eV
net charge	0
highest occupied orbital energy	-0.30646	Eh

Cartesian coordinates (Å):
C (1.54, 0.87, 0.10)
C (1.17, 0.42, -1.11)
N (0.82, -0.92, -1.29)
H (2.10, 1.78, 0.08)
H (1.35, 0.25, 0.97)
H (1.23, 1.00, -2.01)
H (0.71, -1.48, -0.46)
H (0.14, -1.14, -1.98)
C (-2.26, -0.22, 1.41)
O (-3.00, -0.14, 0.49)
H (-2.23, -1.02, 2.16)
H (-1.55, 0.61, 1.62)

***

Below is C46H45AsN8OPSeW as an isolated structure, with properties calculated with ωB97M-V with the def2-TZVPD basis set.

orbital gap (spin up / spin down)	3.6256 / 3.6593	eV
net charge	+3
highest occupied orbital energy (spin up / spin down)	-0.50240 / -0.50243	Eh

Cartesian coordinates (Å):
W (0.25, -0.28, 0.10)
O (-1.23, -1.27, -0.14)
C (-2.55, -1.29, -0.09)
C (-3.27, -2.48, -0.19)
C (-4.65, -2.46, -0.16)
C (-5.32, -1.25, -0.03)
C (-4.63, -0.06, 0.05)
C (-3.22, -0.04, 0.03)
C (-2.46, 1.19, 0.03)
N (-1.11, 1.30, 0.00)
C (-0.83, 2.65, -0.12)
C (-2.00, 3.35, -0.14)
N (-3.00, 2.43, -0.04)
H (-2.72, -3.40, -0.30)
H (-5.20, -3.38, -0.25)
H (-6.40, -1.25, -0.02)
H (-5.18, 0.86, 0.13)
H (0.18, 3.01, -0.19)
H (-2.18, 4.40, -0.22)
H (-3.99, 2.64, -0.06)
C (-0.40, 0.66, 4.04)
C (-0.05, -0.08, 5.32)
As (-0.77, 0.79, 6.97)
C (-0.10, 2.60, 6.80)
C (1.13, 2.86, 6.21)
C (1.64, 4.15, 6.19)
C (0.93, 5.18, 6.80)
C (-0.28, 4.92, 7.43)
C (-0.78, 3.64, 7.45)
C (-2.66, 0.79, 6.42)
C (-3.33, -0.42, 6.56)
C (-4.65, -0.54, 6.17)
C (-5.31, 0.57, 5.65)
C (-4.65, 1.78, 5.52)
C (-3.32, 1.89, 5.91)
P (0.15, -0.36, 2.58)
C (-0.79, -1.91, 2.72)
C (-1.99, -2.03, 3.42)
C (-2.71, -3.22, 3.37)
C (-2.25, -4.28, 2.61)
C (-1.08, -4.15, 1.86)
C (-0.36, -2.97, 1.91)
C (1.89, -0.65, 3.09)
C (2.43, -1.86, 3.50)
C (3.77, -1.92, 3.87)
C (4.55, -0.78, 3.87)
C (4.00, 0.44, 3.47)
C (2.69, 0.50, 3.05)
H (0.12, 1.63, 4.00)
H (-1.47, 0.87, 3.96)
H (1.03, -0.18, 5.43)
H (-0.46, -1.10, 5.30)
H (1.71, 2.05, 5.77)
H (2.59, 4.35, 5.73)
H (1.35, 6.17, 6.83)
H (-0.81, 5.72, 7.92)
H (-1.71, 3.42, 7.97)
H (-2.82, -1.27, 6.99)
H (-5.18, -1.47, 6.30)
H (-6.35, 0.49, 5.38)
H (-5.17, 2.64, 5.13)
H (-2.81, 2.84, 5.80)
H (-2.38, -1.21, 4.01)
H (-3.63, -3.31, 3.92)
H (-2.80, -5.20, 2.58)
H (-0.74, -4.97, 1.25)
H (0.57, -2.86, 1.32)
H (1.81, -2.74, 3.56)
H (4.19, -2.86, 4.19)
H (5.58, -0.82, 4.19)
H (4.59, 1.34, 3.50)
H (2.26, 1.44, 2.72)
C (6.60, 1.16, 0.77)
C (6.46, 0.06, -0.29)
C (6.33, -1.32, 0.34)
C (5.29, 0.36, -1.25)
N (3.99, 0.35, -0.62)
C (3.17, 1.37, -0.37)
N (2.03, 0.91, 0.11)
N (2.18, -0.47, 0.12)
N (3.36, -0.80, -0.30)
H (7.59, 1.11, 1.22)
H (5.86, 1.04, 1.56)
H (6.49, 2.14, 0.32)
H (7.35, 0.07, -0.91)
H (5.48, -1.39, 1.02)
H (7.24, -1.53, 0.91)
H (6.22, -2.09, -0.42)
H (5.27, -0.40, -2.04)
H (5.42, 1.34, -1.70)
H (3.45, 2.40, -0.48)
Se (-1.04, 0.38, -2.82)
N (0.41, -0.42, -2.07)
C (1.26, -0.75, -3.08)
C (2.41, -1.54, -2.98)
C (3.17, -1.74, -4.11)
C (2.81, -1.17, -5.35)
C (1.66, -0.46, -5.50)
C (0.84, -0.26, -4.37)
N (-0.34, 0.34, -4.40)
H (2.66, -2.03, -2.05)
H (4.04, -2.37, -4.06)
H (3.45, -1.35, -6.21)
H (1.34, -0.09, -6.46)

***

Below is C41H39AuClN9OS as an isolated structure, with properties calculated with ωB97M-V with the def2-TZVPD basis set.

relative energy (zero: lowest compared OMol25 entry of this formula, charge and spin)	23.2	kcal per mole
orbital gap	5.1968	eV
net charge	+2
highest occupied orbital energy	-0.47874	Eh

Cartesian coordinates (Å):
Au (1.52, 1.49, -1.11)
C (5.57, 1.50, -2.43)
C (6.36, 1.53, -1.28)
C (5.76, 1.53, -0.05)
C (4.35, 1.50, 0.07)
N (3.61, 1.48, -1.07)
C (4.21, 1.48, -2.28)
N (3.87, 1.45, 1.34)
C (2.66, 1.46, 1.75)
N (1.53, 1.60, 1.00)
C (0.41, 1.45, 1.77)
N (-0.81, 1.51, 1.37)
C (-1.28, 1.68, 0.11)
C (-2.64, 2.03, 0.00)
C (-3.23, 2.19, -1.23)
C (-2.48, 1.96, -2.39)
C (-1.16, 1.62, -2.24)
N (-0.58, 1.49, -1.04)
C (0.84, 1.25, 3.16)
C (0.13, 1.10, 4.33)
C (0.87, 0.99, 5.51)
C (2.26, 1.03, 5.51)
C (2.97, 1.19, 4.32)
C (2.24, 1.29, 3.16)
H (6.00, 1.49, -3.42)
H (7.44, 1.55, -1.36)
H (6.32, 1.55, 0.87)
H (3.55, 1.45, -3.14)
H (-3.19, 2.19, 0.92)
H (-4.28, 2.46, -1.31)
H (-2.91, 2.05, -3.38)
H (-0.53, 1.41, -3.10)
H (-0.95, 1.07, 4.34)
H (0.35, 0.87, 6.45)
H (2.80, 0.96, 6.44)
H (4.05, 1.23, 4.30)
S (1.42, 5.20, -4.06)
C (1.45, 3.59, -3.49)
N (1.44, 3.45, -2.19)
C (1.40, 4.67, -1.53)
C (1.37, 4.89, -0.16)
C (1.34, 6.19, 0.30)
C (1.34, 7.28, -0.59)
C (1.36, 7.08, -1.95)
C (1.39, 5.76, -2.41)
H (1.48, 2.76, -4.17)
H (1.38, 4.06, 0.53)
H (1.32, 6.38, 1.37)
H (1.32, 8.28, -0.20)
H (1.36, 7.91, -2.64)
C (-0.36, -3.81, 2.03)
C (-1.02, -4.89, 1.17)
C (-2.42, -5.19, 1.74)
C (-0.16, -6.16, 1.33)
C (-1.16, -4.52, -0.35)
O (-1.48, -5.69, -1.10)
C (-2.30, -3.53, -0.68)
C (-2.38, -2.14, -0.03)
C (-3.57, -1.39, -0.59)
C (-4.68, -1.11, 0.22)
C (-5.79, -0.46, -0.29)
C (-5.81, -0.09, -1.63)
Cl (-7.19, 0.72, -2.28)
C (-4.73, -0.38, -2.45)
C (-3.62, -1.01, -1.93)
C (0.17, -4.17, -1.10)
N (0.82, -2.88, -0.92)
C (0.58, -1.72, -1.53)
N (1.45, -0.82, -1.10)
C (2.25, -1.51, -0.24)
N (1.89, -2.76, -0.12)
H (-0.47, -4.09, 3.08)
H (-0.81, -2.82, 1.91)
H (0.70, -3.73, 1.83)
H (-2.32, -5.51, 2.77)
H (-2.92, -5.99, 1.20)
H (-3.06, -4.31, 1.73)
H (-0.23, -6.52, 2.35)
H (0.90, -5.94, 1.14)
H (-0.46, -6.96, 0.66)
H (-2.19, -6.17, -0.67)
H (-3.23, -4.04, -0.46)
H (-2.28, -3.41, -1.77)
H (-1.48, -1.56, -0.20)
H (-2.51, -2.23, 1.05)
H (-4.66, -1.40, 1.26)
H (-6.63, -0.23, 0.34)
H (-4.77, -0.10, -3.50)
H (-2.78, -1.23, -2.57)
H (-0.07, -4.27, -2.16)
H (0.91, -4.93, -0.86)
H (-0.20, -1.55, -2.25)
H (3.08, -1.08, 0.30)

***

Below is a 3-piece molecular cluster, C28H63ClN10O4P3 overall, with properties calculated with ωB97M-V with the def2-TZVPD basis set.

orbital gap	4.3665	eV
net charge	+1
highest occupied orbital energy	-0.33765	Eh

Cartesian coordinates (Å):
C (0.56, 2.07, 1.62)
C (0.05, 0.53, 1.67)
C (1.03, -0.49, 0.86)
C (1.57, -1.71, 1.81)
C (1.12, -3.19, 1.25)
C (2.40, -4.10, 0.80)
C (2.67, -4.03, -0.80)
C (4.12, -3.35, -1.18)
C (3.75, -1.87, -1.75)
C (2.99, -1.73, -3.17)
P (2.56, -3.25, -4.22)
N (0.97, -3.21, -4.54)
C (2.68, -0.23, -3.52)
C (1.87, 0.05, -4.90)
C (2.44, 1.29, -5.77)
C (1.66, 1.22, -7.21)
Cl (-0.05, 1.95, -7.03)
C (3.11, 0.95, -2.57)
O (2.83, 2.35, -2.85)
N (3.79, 0.66, -1.36)
N (4.02, -0.62, -1.07)
N (4.66, -0.81, 0.18)
C (5.95, -0.54, 0.05)
O (7.21, -0.54, -0.05)
H (1.19, 2.24, 2.57)
H (-0.32, 2.82, 1.54)
H (1.20, 2.23, 0.68)
H (-0.02, 0.24, 2.80)
H (-1.05, 0.49, 1.28)
H (0.53, -0.99, -0.05)
H (1.91, 0.17, 0.47)
H (2.73, -1.71, 1.82)
H (1.23, -1.53, 2.90)
H (0.62, -3.76, 2.14)
H (0.32, -3.11, 0.42)
H (2.11, -5.19, 1.11)
H (3.32, -3.79, 1.42)
H (2.65, -5.11, -1.21)
H (1.81, -3.40, -1.27)
H (4.64, -3.96, -2.00)
H (4.81, -3.33, -0.26)
H (2.92, -4.44, -3.51)
H (3.29, -3.17, -5.46)
H (0.88, -3.17, -5.57)
H (0.73, 0.15, -4.65)
H (1.94, -0.89, -5.58)
H (2.03, 2.26, -5.27)
H (3.58, 1.30, -5.88)
H (1.48, 0.12, -7.55)
H (2.18, 1.84, -8.03)
H (3.65, 2.66, -3.34)
O (-1.15, 0.81, 6.15)
P (0.01, 1.73, 6.60)
N (-0.11, 1.32, 8.24)
C (-1.10, 1.76, 9.19)
C (0.33, -0.04, 8.56)
N (-0.81, 3.17, 6.15)
C (-1.39, 4.15, 7.03)
C (-1.63, 3.09, 4.94)
N (1.37, 2.76, 7.06)
C (1.83, 3.14, 8.38)
C (1.94, 3.61, 6.02)
H (-0.67, 1.72, 10.21)
H (-2.01, 1.16, 9.18)
H (-1.38, 2.80, 9.09)
H (1.39, -0.16, 8.32)
H (-0.24, -0.79, 8.00)
H (0.22, -0.27, 9.63)
H (-2.34, 3.81, 7.45)
H (-1.59, 5.09, 6.50)
H (-0.71, 4.44, 7.84)
H (-2.62, 2.65, 5.16)
H (-1.15, 2.47, 4.17)
H (-1.79, 4.07, 4.49)
H (1.14, 3.82, 8.88)
H (2.80, 3.65, 8.34)
H (2.01, 2.27, 9.02)
H (1.53, 4.62, 6.06)
H (1.74, 3.20, 5.02)
H (3.03, 3.68, 6.11)
O (-1.57, -0.50, -4.51)
P (-3.04, -0.53, -4.98)
N (-3.59, 0.56, -3.80)
C (-3.82, 0.30, -2.40)
C (-3.15, 1.94, -4.00)
N (-3.24, -2.19, -4.59)
C (-4.01, -2.74, -3.49)
C (-2.08, -3.05, -4.82)
N (-4.71, -0.57, -5.58)
C (-5.91, -0.02, -4.98)
C (-5.01, -1.52, -6.64)
H (-4.57, 1.01, -2.02)
H (-2.91, 0.41, -1.79)
H (-4.26, -0.66, -2.19)
H (-3.55, 2.33, -4.94)
H (-2.06, 2.02, -4.03)
H (-3.52, 2.61, -3.21)
H (-3.48, -2.64, -2.54)
H (-4.19, -3.80, -3.64)
H (-5.00, -2.29, -3.41)
H (-1.37, -2.98, -3.99)
H (-1.56, -2.77, -5.75)
H (-2.37, -4.10, -4.94)
H (-6.21, -0.57, -4.08)
H (-6.76, -0.06, -5.68)
H (-5.81, 1.04, -4.74)
H (-5.43, -2.45, -6.24)
H (-4.11, -1.78, -7.21)
H (-5.72, -1.10, -7.37)

***

Below is the molecule C20H22BrN3O3, with properties calculated with ωB97M-V with the def2-TZVPD basis set.

relative energy (zero: lowest compared OMol25 entry of this formula, charge and spin)	2.9	kcal per mole
orbital gap	9.0379	eV
net charge	0
highest occupied orbital energy	-0.31889	Eh

Cartesian coordinates (Å):
C (-5.29, -0.14, -1.10)
C (-4.70, -1.47, -0.68)
C (-3.32, -1.29, -0.05)
C (-2.71, -2.62, 0.39)
C (-1.33, -2.41, 0.99)
O (-1.09, -2.49, 2.17)
N (-0.39, -2.11, 0.03)
C (0.96, -1.83, 0.19)
C (1.62, -1.86, 1.42)
C (2.96, -1.55, 1.50)
C (3.67, -1.19, 0.36)
C (5.09, -0.74, 0.49)
O (6.00, -1.41, 0.92)
N (5.30, 0.54, 0.02)
N (4.24, 1.41, -0.20)
C (3.36, 1.66, 0.83)
O (3.66, 1.50, 1.98)
C (2.00, 2.08, 0.39)
C (1.73, 2.76, -0.80)
C (0.42, 3.05, -1.14)
C (-0.65, 2.68, -0.34)
C (-2.06, 2.98, -0.73)
C (-0.35, 2.01, 0.85)
Br (-1.76, 1.50, 2.02)
C (0.94, 1.72, 1.22)
C (3.03, -1.18, -0.87)
C (1.69, -1.51, -0.96)
H (-6.29, -0.28, -1.53)
H (-4.67, 0.34, -1.86)
H (-5.38, 0.53, -0.25)
H (-4.62, -2.13, -1.55)
H (-5.36, -1.95, 0.04)
H (-2.66, -0.79, -0.76)
H (-3.41, -0.64, 0.83)
H (-3.34, -3.08, 1.15)
H (-2.64, -3.30, -0.46)
H (-0.72, -2.09, -0.92)
H (1.06, -2.12, 2.30)
H (3.46, -1.56, 2.45)
H (6.19, 0.97, 0.28)
H (3.88, 1.40, -1.15)
H (2.53, 3.10, -1.43)
H (0.22, 3.58, -2.06)
H (-2.10, 3.46, -1.70)
H (-2.65, 2.07, -0.75)
H (-2.52, 3.64, 0.01)
H (1.16, 1.20, 2.14)
H (3.58, -0.94, -1.77)
H (1.20, -1.50, -1.92)